C23H42N2O3P2Sr as an isolated structure, computed with ωB97M-V/def2-TZVPD.

Positions of all 73 atoms, in Å:
H 1.98522 1.70708 -0.80451
C 1.23633 1.51271 0.01387
H 2.72023 4.60131 0.35402
H -7.73314 -3.30150 0.29110
C -2.12717 1.79536 1.35737
H -1.54071 1.06493 1.92428
C -7.13199 -0.63994 1.21277
H 4.68809 -0.90045 -1.61315
H -6.50973 -4.41170 0.98044
H 5.55365 3.40626 1.50375
H 5.64815 1.17020 -0.86259
H -3.13158 1.79520 1.80150
H 5.34195 1.45544 -3.29028
C 5.11718 2.07020 -1.22198
C -4.13441 -1.01000 0.16622
C -2.07030 -1.74488 1.08457
H 3.65566 0.16005 -5.04732
O -4.52258 -4.00640 2.25497
H -0.10799 0.43531 -1.25935
H 4.23414 2.64291 2.43875
H 1.92091 1.01803 3.43733
H 2.72894 -1.12971 2.89361
H -6.47404 -2.29673 2.40863
N -2.79605 -0.98751 0.20357
H -6.00065 -2.16989 -1.07902
C -5.00159 -2.06766 0.84310
H -6.95162 -4.51285 -0.73468
H 1.79331 2.75235 1.75482
C -6.78802 -3.82240 0.09854
H -4.85074 -3.47973 -0.75838
C 4.87691 2.54737 1.55977
C 1.95404 0.75135 2.37196
H 1.90186 0.09168 -4.69211
O -4.66167 -0.06368 -0.52965
H 5.45657 1.62173 1.65373
C 4.55033 1.86286 -2.63635
H -7.53001 0.05969 1.94912
C 3.48165 4.23815 -0.34386
C 1.81954 1.70642 1.41360
C -6.03199 -1.45595 1.85031
H -6.75395 -0.07277 0.35816
C 2.83083 0.64507 -4.50956
H 4.09433 -1.18911 1.05856
H -7.95073 -1.29144 0.89707
H 2.70504 1.67577 -4.86407
H 0.74219 -1.64805 -1.52949
H 3.10562 4.31345 -1.37058
H 0.51465 2.35298 -0.14765
H 4.40633 4.81501 -0.23322
H 1.24324 -1.22579 1.94558
H -1.66436 2.77653 1.51409
P 3.86267 2.50967 0.05585
H 5.06507 -0.72392 -3.34187
N -2.75041 -2.78767 1.67778
C 2.19525 -0.66400 2.05218
C -5.66483 -2.88265 -0.30935
H -0.18825 -0.10429 0.44040
C 4.25985 -0.81648 -2.61276
H -2.15969 -3.42345 2.19252
C -4.10787 -3.03027 1.64673
Sr -2.56532 1.16137 -1.06329
H 4.19064 2.81382 -3.06549
H 5.82316 2.91713 -1.20534
H 3.37895 0.27256 0.44023
O -0.89244 -1.55551 1.39259
C 1.28843 -1.03340 -0.79946
C 2.46457 -1.44715 -0.31472
C 0.51528 0.17873 -0.36610
P 3.10906 0.62982 -2.70246
H -5.46251 -0.85917 2.58180
H 3.69577 -1.72505 -2.81335
C 3.12100 -0.75062 0.79444
H 2.97975 -2.29671 -0.74771

Values from the calculation:
HOMO = -6.74 eV
E = -53066.305 eV
LUMO energy = -0.89 eV